No. 1
Below is C26H46O34S7 as an isolated structure at a distorted geometry, with properties calculated with the ωB97M-V functional and the def2-TZVPD basis.

## Properties
- HOMO-LUMO gap: 9.0 eV
- Charge: 0
- E: -173162.37015 eV
- Relative energy (zero: lowest compared OMol25 entry of this formula, charge and spin): 39.6 kcal per mole
- HOMO level: -9.37 eV

The geometry in XYZ format:
```
113
C26H46O34S7 | the Open Molecules 2025 dataset | the ωB97M-V functional and the def2-TZVPD basis
O -15.3766 15.3858 -20.1101
C -15.1393 15.6789 -19.0227
O -16.0837 16.2198 -18.2072
C -15.6236 16.1101 -16.8577
C -14.1228 16.3528 -16.9751
C -13.7833 15.6781 -18.3257
H -15.7949 15.1313 -16.3874
H -16.1486 16.8029 -16.1989
H -13.4369 15.9678 -16.2159
H -13.9124 17.4254 -16.9184
H -13.5884 14.6191 -18.1329
H -12.9970 16.1580 -18.8894
O -13.5434 19.2740 -15.2224
C -14.7031 19.3059 -14.8648
O -15.6023 20.1369 -15.3748
C -16.8876 19.8884 -14.6878
C -16.6393 18.9096 -13.5058
C -15.1389 18.5932 -13.6484
H -17.6204 19.5815 -15.4305
H -17.1597 20.8932 -14.3687
H -17.2137 18.0076 -13.6967
H -16.8633 19.3294 -12.5355
H -14.9441 17.5464 -13.8990
H -14.5916 18.8825 -12.7579
O -17.2358 20.8359 -22.0959
C -16.8311 20.5013 -21.0288
O -17.0483 21.2269 -19.9034
C -16.7474 20.5198 -18.7042
C -15.6647 19.5412 -19.1570
C -16.0783 19.2532 -20.5996
H -17.6617 20.0695 -18.3140
H -16.4102 21.2614 -17.9843
H -15.6913 18.6244 -18.5566
H -14.6390 19.8634 -18.9859
H -16.7020 18.3891 -20.8298
H -15.1725 19.1101 -21.1939
C -12.0047 17.0030 -11.9372
C -11.0890 18.0006 -12.6372
O -9.8454 17.3438 -12.7604
S -10.0014 15.7650 -12.5428
O -9.4488 15.4066 -11.3011
O -9.6128 15.0667 -13.6836
O -11.6126 15.7576 -12.5172
H -13.0239 17.2918 -12.1978
H -12.0100 16.8577 -10.8531
H -11.0145 18.9104 -12.0457
H -11.5683 18.2200 -13.5924
C -14.4769 25.5393 -13.7325
C -14.2974 25.3510 -12.2108
O -13.9710 23.9514 -12.0440
S -14.1504 23.0959 -13.3762
O -15.4826 22.6664 -13.5130
O -13.0977 22.1645 -13.4697
O -13.8271 24.3879 -14.2692
H -13.9560 26.4282 -14.0559
H -15.5271 25.4580 -14.0017
H -15.1861 25.5352 -11.6092
H -13.4296 25.8257 -11.7569
C -12.5462 21.9334 -17.3527
C -11.7377 21.8045 -18.6683
O -12.3494 22.7665 -19.5552
S -13.6176 23.5420 -18.9579
O -14.7774 22.8106 -19.3312
O -13.5633 24.9179 -19.1412
O -13.1784 23.2045 -17.4640
H -11.9498 21.9640 -16.4473
H -13.3477 21.2002 -17.2468
H -11.9673 20.8813 -19.1921
H -10.6839 22.0383 -18.5960
C -15.7017 21.7363 -7.7501
C -14.8092 21.4597 -8.9655
O -15.4081 21.9904 -10.1480
S -16.9778 22.2315 -9.9273
O -17.7433 21.1570 -10.4389
O -17.3863 23.5242 -10.2572
O -16.9478 22.1318 -8.3431
H -15.3223 22.6115 -7.2181
H -15.8319 20.9368 -7.0325
H -14.7714 20.3701 -9.1301
H -13.7721 21.7624 -8.8498
C -18.3230 13.6280 -11.2434
C -17.0070 13.3528 -10.5322
O -16.1375 14.4381 -10.8958
S -16.8574 15.5074 -11.8503
O -16.5738 15.2052 -13.2019
O -16.5655 16.8000 -11.3793
O -18.3323 15.0428 -11.5104
H -19.1930 13.2869 -10.6938
H -18.3770 13.1355 -12.2238
H -16.6520 12.4101 -10.9425
H -17.0445 13.3781 -9.4494
C -22.2172 16.2268 -15.0563
C -20.9894 15.4991 -14.5752
O -19.8707 16.0960 -15.2706
S -20.3363 17.1115 -16.4430
O -19.7720 16.8106 -17.6739
O -20.1539 18.4273 -15.9543
O -21.8823 16.7205 -16.3454
H -22.4537 17.0870 -14.4223
H -23.1404 15.6726 -15.1782
H -20.9662 14.4397 -14.8256
H -20.6852 15.7001 -13.5507
C -18.3763 18.6259 -8.1474
C -19.4284 18.9335 -9.2102
O -20.3729 17.8770 -9.0980
S -20.5318 17.4674 -7.5725
O -20.7600 16.0871 -7.4876
O -21.4551 18.3294 -6.9490
O -19.0256 17.7967 -7.1573
H -18.1948 19.5688 -7.6271
H -17.4801 18.1291 -8.4731
H -19.0363 18.9235 -10.2213
H -19.8818 19.9109 -9.0572
```

These are the Mulliken partial charges, in e, on atoms 1 to 5:
1. O -0.5458
2. C 0.3385
3. O -0.2396
4. C -0.2545
5. C 0.0329


No. 2
Below is a 10-piece molecular cluster, C26H47BCl19N4O3 overall at a distorted geometry, with properties calculated with the ωB97M-V functional and the def2-TZVPD basis.

## Properties
- HOMO-LUMO gap: 9.0 eV
- Charge: +1
- E: -278423.69934 eV
- HOMO level: -11.37 eV

The geometry in XYZ format:
```
100
C26H47BCl19N4O3 | the Open Molecules 2025 dataset | the ωB97M-V functional and the def2-TZVPD basis
C 0.1557 -6.3288 4.5968
C 0.6455 -4.8487 4.7104
O -0.4799 -4.0052 4.4822
C -0.5581 -2.8868 5.3404
C -0.6910 -1.5350 4.5753
O -0.4236 -1.6742 3.1918
C -1.3187 -0.9244 2.4118
C -0.8968 -0.9352 0.9367
C -0.2089 -2.2299 0.5071
C 1.1965 -2.0198 -0.0939
B 1.5251 -3.3344 -0.9770
N 1.9858 -4.5515 -0.2998
O 1.4125 -3.3057 -2.3351
N 1.2945 -0.8397 -0.9944
C 2.7073 -0.3610 -1.1952
C 3.0104 1.0720 -0.7717
C 3.3350 1.9736 -1.7766
C 3.6628 3.2763 -1.5146
C 3.6591 3.7650 -0.2170
C 3.3416 2.8729 0.7834
C 3.0300 1.5537 0.5359
C 2.7481 0.6590 1.7364
C 0.4255 0.1561 -0.6896
N 0.0214 1.0348 -1.5936
Cl 0.5548 0.9883 -3.1945
N -0.1295 0.2938 0.5760
H 0.3975 -6.8741 5.5199
H -0.9250 -6.3642 4.4255
H 0.6832 -6.8663 3.7983
H 1.3788 -4.7064 3.9021
H 1.0839 -4.7493 5.7096
H -1.4638 -3.0185 5.9579
H 0.2753 -2.7932 6.0511
H 0.0217 -0.8107 5.0069
H -1.6927 -1.1251 4.7784
H -1.2884 0.1306 2.7520
H -2.3732 -1.2398 2.5183
H -1.8325 -0.8678 0.3604
H -0.8260 -2.6881 -0.2829
H -0.1293 -2.9877 1.2904
H 1.9700 -2.0216 0.6940
H 1.1996 -5.1446 -0.0417
H 2.5150 -4.2975 0.5301
H 1.9361 -4.0546 -2.6630
H 3.4319 -1.0597 -0.7558
H 2.8968 -0.4088 -2.2784
H 3.3692 1.6440 -2.8313
H 3.9460 3.9745 -2.3014
H 3.9305 4.8045 -0.0118
H 3.3436 3.2515 1.8074
H 3.6750 0.4139 2.2760
H 2.1757 -0.2389 1.5148
H 2.1410 1.2428 2.4461
H -0.6454 1.7634 -1.3656
H -0.8455 1.0220 0.5171
C 3.9917 -2.6338 4.1846
Cl 4.4557 -4.0890 5.0696
Cl 3.8203 -2.9491 2.4481
H 3.0410 -2.2783 4.5685
H 4.7571 -1.8789 4.3267
C 5.6424 1.4552 -5.7083
Cl 4.6179 1.7253 -4.2817
Cl 4.7576 1.7410 -7.2089
H 6.4860 2.1354 -5.6641
H 5.9912 0.4285 -5.6970
C -1.6677 -6.7138 0.0031
Cl -0.1991 -7.6757 0.1887
Cl -1.5729 -5.2091 0.9335
H -1.7961 -6.4686 -1.0455
H -2.5145 -7.2908 0.3576
C -4.0040 1.2514 1.2972
Cl -2.8025 2.4466 1.8098
Cl -3.7622 0.7839 -0.3885
H -3.9134 0.3703 1.9236
H -4.9912 1.6803 1.4008
C 5.4429 7.6640 0.3409
Cl 5.6964 6.3653 1.5149
Cl 5.4750 7.0542 -1.3189
H 4.4768 8.1196 0.5273
H 6.2303 8.3998 0.4592
C 1.6182 3.4617 -8.6616
Cl 1.7102 5.1571 -8.1713
Cl 2.6025 3.1405 -10.0928
H 1.9776 2.8431 -7.8459
H 0.5856 3.2188 -8.8872
C -8.8537 3.1669 1.9344
Cl -8.8540 1.5476 2.6423
Cl -7.2762 3.9516 2.1228
H -9.0835 3.0859 0.8795
H -9.6038 3.7699 2.4338
C -5.8543 0.7063 -4.1828
Cl -4.3858 -0.1611 -3.6934
Cl -6.3864 1.9532 -3.0408
H -5.6552 1.1897 -5.1328
H -6.6530 -0.0179 -4.2971
C -8.3574 4.8728 -2.9461
Cl -8.6866 6.6054 -2.9393
Cl -8.3351 4.2095 -1.3025
H -9.1325 4.3696 -3.5134
H -7.3893 4.7002 -3.4027
```

These are the Mulliken partial charges, in e, on atoms 1 to 5:
1. C -1.1747
2. C 0.2951
3. O -0.3151
4. C -0.5988
5. C -0.6377


No. 3
Below is C26H47Cl2PPt as an isolated structure at a distorted geometry, with properties calculated with the ωB97M-V functional and the def2-TZVPD basis.

## Properties
- HOMO-LUMO gap (spin up / spin down): 5.8 / 6.1 eV
- Charge: 0
- Multiplicity: 5
- E: -65298.17363 eV
- HOMO level (spin up / spin down): -5.17 / -8.78 eV

The geometry in XYZ format:
```
77
C26H47Cl2PPt | the Open Molecules 2025 dataset | the ωB97M-V functional and the def2-TZVPD basis
Pt -0.0023 0.5380 2.2967
Cl -2.3543 0.7268 1.9251
P -0.0409 0.4152 -0.2290
C 0.0468 2.0889 3.3262
H 0.8397 1.8489 4.0767
H -0.8378 1.9942 4.0151
C 1.3948 -0.4361 -1.1751
C -0.0740 2.2146 -0.7783
C 2.7355 0.2982 -1.0624
H 1.4557 -1.3729 -0.5937
C 3.8901 -0.6630 -1.3682
H 2.7734 1.1283 -1.7822
H 2.8728 0.7417 -0.0719
C 3.7673 -1.2481 -2.7808
H 4.8476 -0.1383 -1.2545
H 3.8872 -1.4793 -0.6318
C 2.3601 -1.7775 -3.0944
H 4.0263 -0.4670 -3.5077
H 4.4997 -2.0550 -2.9093
C 1.2179 -0.8467 -2.6476
H 2.2708 -1.9756 -4.1706
H 2.2312 -2.7457 -2.5912
H 1.2100 0.0514 -3.2872
H 0.2670 -1.3634 -2.8186
C -1.5984 -0.2900 -1.0788
C 0.4628 2.5665 -2.1750
H -1.1509 2.4604 -0.7608
C 0.2434 4.0579 -2.4671
H 1.5391 2.3570 -2.2279
H -0.0092 1.9677 -2.9676
C 0.8570 4.9586 -1.3886
H 0.6578 4.3080 -3.4507
H -0.8378 4.2477 -2.5186
C 0.4311 4.5589 0.0293
H 1.9532 4.9071 -1.4618
H 0.5779 6.0007 -1.5768
C 0.6099 3.0636 0.2885
H 1.0067 5.1264 0.7682
H -0.6270 4.8150 0.1781
H 1.6834 2.8318 0.3035
H 0.2404 2.7948 1.2988
C -1.6623 -1.8206 -0.9611
H -2.3620 0.1072 -0.3906
C -3.0468 -2.3575 -1.3601
H -0.9001 -2.2921 -1.5983
H -1.4405 -2.1165 0.0761
C -3.5349 -1.8403 -2.7198
H -3.0269 -3.4542 -1.3691
H -3.7676 -2.0606 -0.5869
C -3.3869 -0.3226 -2.8681
H -2.9726 -2.3378 -3.5204
H -4.5878 -2.1179 -2.8602
C -1.9867 0.1848 -2.4895
H -3.6277 -0.0208 -3.8962
H -4.1188 0.1732 -2.2179
H -1.2665 -0.1723 -3.2404
H -1.9860 1.2815 -2.5517
C 0.2564 -2.2638 2.9849
C -0.0856 -1.1511 3.6583
H 1.0737 -2.1535 2.2643
C -1.3701 -1.0179 4.5609
H 0.7726 -0.7780 4.2989
C -1.9252 -2.3657 4.9387
H -1.0668 -0.3764 5.3838
H -2.0549 -0.4230 3.9581
C -1.7953 -3.3875 3.7616
H -1.3524 -2.6804 5.8115
H -2.9554 -2.1736 5.2407
C -0.3371 -3.5508 3.3106
H -2.2567 -4.3355 4.0704
H -2.3955 -2.9676 2.9401
H 0.2257 -3.8508 4.1823
H -0.1706 -4.3269 2.5555
Cl 3.0330 1.5905 2.2545
C 2.0512 0.1011 2.2242
H 2.3328 -0.4435 3.1359
H 2.3704 -0.4885 1.3412
```

These are the Mulliken partial charges, in e, on atoms 1 to 5:
1. Pt 2.2154
2. Cl -0.5242
3. P -1.2950
4. C -1.3396
5. H 0.4445


No. 4
Below is C26H47N5OSSi3Sn as an isolated structure at a distorted geometry, with properties calculated with the ωB97M-V functional and the def2-TZVPD basis.

## Properties
- HOMO-LUMO gap: 4.4 eV
- Charge: +2
- E: -77503.57516 eV
- Relative energy (zero: lowest compared OMol25 entry of this formula, charge and spin): 114.2 kcal per mole
- HOMO level: -13.67 eV

The geometry in XYZ format:
```
84
C26H47N5OSSi3Sn | the Open Molecules 2025 dataset | the ωB97M-V functional and the def2-TZVPD basis
Sn 12.4552 12.1104 8.2291
C 14.7969 17.9237 7.8693
O 13.4639 17.5550 7.5440
Si 12.1787 18.4910 8.1890
C 11.9950 20.0145 7.0434
C 12.6098 19.0711 9.9011
C 10.7802 17.2686 7.9036
Si 10.4878 16.7018 6.1013
C 9.0747 15.4317 6.0615
C 9.9721 18.0332 4.9250
C 12.0294 15.8851 5.2852
Si 10.1606 16.5225 9.5261
C 11.5249 16.3300 10.9138
C 9.5389 14.6917 9.3406
C 8.6921 17.4371 10.2811
H 15.0152 19.0249 7.7014
H 15.4508 17.4266 7.1334
H 15.0489 17.7026 8.9070
H 10.9460 20.1225 6.7162
H 12.5115 19.8102 6.1273
H 12.3827 20.9597 7.5110
H 12.9332 20.1442 9.8743
H 13.4415 18.5188 10.4648
H 11.6941 19.1368 10.5234
H 8.3213 15.6198 6.8604
H 9.4309 14.3716 6.1769
H 8.6357 15.5203 5.1140
H 9.6500 17.5085 3.9947
H 10.7141 18.7646 4.5832
H 9.0756 18.5704 5.3866
H 11.9890 15.9978 4.1432
H 12.2244 14.7940 5.4023
H 12.9582 16.4688 5.5007
H 11.1733 15.5466 11.5375
H 11.6057 17.2042 11.5811
H 12.5026 16.1328 10.5075
H 10.0606 14.1556 8.5397
H 8.4672 14.5495 9.1571
H 9.7802 14.1661 10.2942
H 9.0832 18.3411 10.7402
H 8.1150 16.9156 11.0124
H 7.9131 17.6983 9.5106
N 5.8747 5.9954 7.9223
C 6.3952 7.0346 7.8132
C 7.1557 8.1981 7.5478
C 6.4792 9.3575 7.0517
C 7.2110 10.5163 6.8482
N 8.5137 10.5212 7.0758
C 9.1864 9.4414 7.3144
C 8.5563 8.2274 7.6061
H 5.4301 9.2642 6.7318
H 6.8452 11.4789 6.5967
H 10.2969 9.5076 7.3709
H 9.0885 7.3068 7.9026
C 18.5142 12.1522 5.6536
C 17.2833 13.0537 5.5172
C 16.4606 13.0020 6.7632
N 15.1994 12.8248 6.6305
N 14.4637 12.9882 7.8182
C 15.2858 13.4730 8.8317
N 14.8097 13.8527 10.0472
S 16.9424 13.5339 8.3905
H 19.2022 12.2277 4.7799
H 18.1754 11.0997 5.7683
H 19.0370 12.3444 6.5929
H 16.6807 12.7857 4.6403
H 17.6374 14.0812 5.3569
H 13.7828 14.0199 10.1925
H 15.4047 14.0417 10.8192
C 15.4419 8.3497 6.5618
C 14.6115 8.0157 7.8656
C 13.8448 6.6799 7.6330
C 15.5014 7.9780 9.1222
C 13.6059 9.0605 8.0186
C 12.8250 10.0040 8.0752
H 15.9176 7.4770 6.0937
H 16.1965 9.0916 6.7021
H 14.7607 8.6816 5.7751
H 14.3897 5.9545 6.9869
H 12.9861 6.9159 7.0475
H 13.5378 6.1905 8.5128
H 16.1966 7.0791 9.0959
H 14.8801 7.9466 9.9998
H 16.0440 8.8993 9.1862
```

These are the Mulliken partial charges, in e, on atoms 1 to 5:
1. Sn 0.9234
2. C -0.8568
3. O 0.0515
4. Si 0.2586
5. C -1.1999


No. 5
Below is C26H48BClDyNP as an isolated structure at a distorted geometry, with properties calculated with the ωB97M-V functional and the def2-TZVPD basis.

## Properties
- HOMO-LUMO gap (spin up / spin down): 4.6 / 3.1 eV
- Charge: -1
- Multiplicity: 6
- E: -75795.33010 eV
- HOMO level (spin up / spin down): -2.39 / -0.84 eV

The geometry in XYZ format:
```
79
C26H48BClDyNP | the Open Molecules 2025 dataset | the ωB97M-V functional and the def2-TZVPD basis
Dy 3.2498 0.6301 1.3287
Cl 1.6717 -0.6001 2.6446
P -0.3537 0.6028 -2.1889
C -1.2989 -0.0638 -0.6515
H -0.4098 -0.3287 -0.1191
H -1.6523 0.8964 -0.2108
C 1.5200 0.7477 -2.0580
C -1.0897 2.2924 -2.2224
C 2.1802 0.7878 -3.4633
H 1.6358 1.7643 -1.6191
C 3.6918 1.0218 -3.3558
H 2.0151 -0.1795 -3.9786
H 1.7294 1.5829 -4.0976
C 4.3838 0.0055 -2.4459
H 4.1134 1.0047 -4.3808
H 3.8414 2.0465 -2.9710
C 3.7053 -0.0237 -1.0607
H 4.4082 -0.9970 -2.8998
H 5.4360 0.3045 -2.3391
C 2.1789 -0.2447 -1.0960
H 4.2337 -0.7806 -0.4519
H 3.9460 1.0306 -0.6671
H 1.9385 -1.2805 -1.3725
H 1.6902 -0.1147 -0.0753
C -0.8280 -0.3892 -3.6545
C -2.5946 2.1698 -2.4614
H -0.8984 2.6574 -1.1903
C -3.2679 3.5029 -2.2389
H -2.7618 1.8235 -3.4942
H -3.0319 1.4194 -1.8036
C -2.6692 4.6229 -3.0534
H -4.3542 3.3950 -2.4912
H -3.2385 3.7530 -1.1788
C -1.1414 4.7117 -2.9110
H -2.8888 4.4733 -4.1224
H -3.0995 5.5978 -2.7756
C -0.4488 3.3625 -3.1517
H -0.7094 5.4456 -3.6236
H -0.8585 5.0481 -1.9023
H -0.5885 3.0451 -4.2083
H 0.6435 3.4486 -2.9737
C -0.1085 -1.7380 -3.6761
H -1.9041 -0.5614 -3.5150
C -0.6465 -2.6504 -4.7693
H 0.9569 -1.5912 -3.8412
H -0.1751 -2.2053 -2.6754
C -0.7438 -1.9830 -6.1583
H -0.0048 -3.5297 -4.8609
H -1.6404 -3.0090 -4.4829
C -1.3342 -0.5850 -6.1411
H 0.2548 -1.9352 -6.6181
H -1.3462 -2.6020 -6.8281
C -0.7162 0.3242 -5.0419
H -1.2111 -0.0775 -7.1155
H -2.4183 -0.6314 -5.9296
H 0.3430 0.5293 -5.2930
H -1.2231 1.3176 -5.0430
C 1.7250 -4.1516 -0.0830
C -2.1457 -1.0375 -0.8897
H 2.2635 -4.2581 -1.0046
C -2.2756 -2.0746 0.1161
H -2.6226 -1.2469 -1.8821
C -1.2153 -2.3845 1.2322
H -3.0715 -1.7525 0.7986
H -2.6100 -2.9958 -0.3215
C -0.1998 -3.4456 1.2478
H -0.6712 -1.4715 1.4464
H -1.7476 -2.5185 2.1936
C 0.3975 -4.1120 -0.0290
H 0.6602 -3.1348 1.9147
H -0.7076 -4.3085 1.7206
H 1.9547 -4.9751 0.5637
H -0.3123 -4.7273 -0.6472
B 0.9826 4.6342 -0.0004
C 1.6933 3.3620 0.3981
N 2.2979 2.4023 0.7520
H 1.2542 4.9304 -1.1574
H 1.3407 5.5461 0.7425
H -0.2526 4.5080 0.1123
```

These are the Mulliken partial charges, in e, on atoms 1 to 5:
1. Dy -0.3971
2. Cl -0.5825
3. P 0.9371
4. C -0.2528
5. H -0.6733


> The highest charge belongs to which entry?

C26H47N5OSSi3Sn


> What is the E in the fourth record?

-77503.57516 eV


> Which of these has the lowest E?

C26H47BCl19N4O3